(1)
A molecular structure, C4H8N2O2 in a non-equilibrium geometry, computed with wB97M-V/def2-TZVPD.

The charge is 0. As for the energy above the lowest of the compared OMol25 structures with the same formula, charge and spin: 4.4420 eV. Its multiplicity is 1. The calculation puts the HOMO energy at -0.278 hartree.

XYZ file:
```
16
Properties=species:S:1:pos:R:3:forces:R:3
O 2.2195 -0.2877 -0.5466 -0.08 0.03 0.15
O -2.6159 1.4810 -0.4193 0.25 0.12 1.18
N -1.3615 -0.5069 -0.4747 -1.29 1.52 0.65
N 0.1662 -2.1058 0.4010 -0.11 -0.41 0.32
C 0.8891 -0.1448 -0.8546 -0.92 -2.38 -0.68
C -0.1005 -1.0022 -0.4007 2.15 1.58 0.03
C 0.0846 1.6995 0.4167 -3.26 0.66 1.08
C -1.6421 0.9215 -0.0423 3.41 -1.29 -2.56
H 0.9327 2.0869 -0.1423 -0.13 -0.81 -0.55
H 2.3228 -0.6480 0.3453 -0.05 0.18 -0.15
H -2.1512 -1.1333 -0.3777 0.03 0.13 -0.17
H 0.3489 1.1694 1.3293 0.26 0.08 -0.10
H 1.1137 -2.2495 0.7105 -0.03 -0.11 -0.21
H -0.5056 -2.3164 1.1194 -0.04 0.15 0.16
H -0.4278 2.6145 0.6944 -0.11 0.30 0.53
H 0.7271 0.4218 -1.7585 -0.07 0.26 0.30
```
Positions in Å, forces in eV/Å.

(2)
2 unconnected molecules or ions with the total composition C4H8N2O2 in a non-equilibrium geometry, computed with wB97M-V/def2-TZVPD.

The charge is 0. As for the energy above the lowest of the compared OMol25 structures with the same formula, charge and spin: 4.7576 eV. Its multiplicity is 1. The calculation puts the HOMO energy at -0.253 hartree.

XYZ file:
```
16
Properties=species:S:1:pos:R:3:forces:R:3
O 3.4161 0.7526 0.2801 0.13 1.94 0.52
O 2.7913 -1.3313 -0.3264 -1.64 -4.77 -1.28
N -0.3487 1.1095 1.2200 1.73 -3.81 -2.42
N -0.4558 -1.5636 -0.0491 1.12 -0.82 0.40
C -1.7190 0.4155 -0.7989 -0.31 0.79 -1.73
C -0.4459 -0.3909 -0.9411 -1.00 0.33 -0.71
C -0.4538 0.9472 -0.2876 0.86 0.74 2.25
C 3.0401 -0.2815 -0.0353 1.42 2.80 0.74
H -0.1504 -2.3742 -0.5589 0.51 -0.22 -0.43
H 0.1824 -1.4231 0.7019 1.10 0.15 0.87
H 0.0916 1.7633 -0.7219 0.15 0.11 -0.82
H -1.2507 -1.9111 0.4356 -1.87 0.36 0.39
H -2.4707 0.4295 -0.0337 -0.37 -0.80 0.50
H 0.6564 1.2020 1.3441 -0.26 0.30 0.56
H -0.7896 1.8941 1.5310 -1.39 2.67 0.93
H -2.0932 0.7621 -1.7597 -0.19 0.23 0.23
```
Positions in Å, forces in eV/Å.

(3)
2 unconnected molecules or ions with the total composition C4H8N2O2 in a non-equilibrium geometry, computed with wB97M-V/def2-TZVPD.

The charge is 0. As for the energy above the lowest of the compared OMol25 structures with the same formula, charge and spin: 6.4001 eV. Its multiplicity is 1. The calculation puts the HOMO energy at -0.349 hartree.

XYZ file:
```
16
Properties=species:S:1:pos:R:3:forces:R:3
O 4.0312 0.8603 0.2085 -2.44 -2.28 0.89
O 3.4014 -1.1905 0.5806 1.88 1.31 -1.39
N 3.1221 0.2146 0.6483 1.88 0.91 -0.32
N -0.2335 0.8311 -0.2985 0.46 -1.21 2.18
C -1.3067 -1.2616 0.2888 -0.28 2.54 0.86
C 0.2470 1.6290 -1.0984 -1.13 1.44 -2.93
C -2.2536 -0.1199 0.6022 -0.66 0.82 1.66
C -1.3138 -0.0265 -0.5728 0.81 -0.12 3.68
H -1.7654 -2.1335 0.0296 -1.00 -2.17 -1.21
H -0.4728 -1.3655 0.9190 0.94 -0.06 0.68
H 1.0353 2.3374 -0.8762 0.24 -0.20 0.29
H -3.3630 -0.2653 0.4593 1.48 0.12 -0.09
H -2.0104 0.5680 1.4935 -0.34 -1.25 -1.62
H 2.8813 -1.7002 1.1820 -1.32 0.08 0.82
H -0.2816 1.7485 -2.0876 0.83 0.06 0.36
H -1.7175 -0.1258 -1.4782 -1.35 0.01 -3.85
```
Positions in Å, forces in eV/Å.

Number 2 is which compound?
C4H8N2O2

HOMO energy of number 1 (C4H8N2O2)?
-0.278 hartree

Number 3 is which compound?
C4H8N2O2

Copy entry 3 word for word.
2 unconnected molecules or ions with the total composition C4H8N2O2 in a non-equilibrium geometry, computed with wB97M-V/def2-TZVPD.

The charge is 0. As for the energy above the lowest of the compared OMol25 structures with the same formula, charge and spin: 6.4001 eV. Its multiplicity is 1. The calculation puts the HOMO energy at -0.349 hartree.

XYZ file:
```
16
Properties=species:S:1:pos:R:3:forces:R:3
O 4.0312 0.8603 0.2085 -2.44 -2.28 0.89
O 3.4014 -1.1905 0.5806 1.88 1.31 -1.39
N 3.1221 0.2146 0.6483 1.88 0.91 -0.32
N -0.2335 0.8311 -0.2985 0.46 -1.21 2.18
C -1.3067 -1.2616 0.2888 -0.28 2.54 0.86
C 0.2470 1.6290 -1.0984 -1.13 1.44 -2.93
C -2.2536 -0.1199 0.6022 -0.66 0.82 1.66
C -1.3138 -0.0265 -0.5728 0.81 -0.12 3.68
H -1.7654 -2.1335 0.0296 -1.00 -2.17 -1.21
H -0.4728 -1.3655 0.9190 0.94 -0.06 0.68
H 1.0353 2.3374 -0.8762 0.24 -0.20 0.29
H -3.3630 -0.2653 0.4593 1.48 0.12 -0.09
H -2.0104 0.5680 1.4935 -0.34 -1.25 -1.62
H 2.8813 -1.7002 1.1820 -1.32 0.08 0.82
H -0.2816 1.7485 -2.0876 0.83 0.06 0.36
H -1.7175 -0.1258 -1.4782 -1.35 0.01 -3.85
```
Positions in Å, forces in eV/Å.